Below is a 2-piece molecular cluster, C4H13N5O overall in a non-equilibrium geometry, with properties calculated with the ωB97M-V functional and the def2-TZVPD basis.

SMILES string = [H]/N=C\N(C)O.CN=C(N)N
Highest occupied orbital energy = -8.123 eV
Max |F| = 1.96 eV Å⁻¹
Kohn-Sham gap = 0.3218 Ha
LUMO level = 0.634 eV
Charge = 0

Atoms and positions in Å:
H 3.3748 -1.3977 0.4734
N 2.6546 -1.9221 -0.0187
C 1.8142 -1.2086 -0.6468
N 1.8662 0.1456 -0.8802
C 2.7231 1.0798 -0.1979
O 0.8172 0.7430 -1.5771
H 1.0841 -1.7226 -1.2659
H 3.6990 0.6338 -0.0139
H 2.3002 1.4135 0.7570
H 2.8413 1.9538 -0.8381
H 0.0586 0.8115 -0.9221
C -0.7720 0.3271 1.7701
N -0.9747 0.2228 0.3485
C -2.0781 -0.2015 -0.1622
N -3.2267 -0.4426 0.5730
N -2.2773 -0.1780 -1.5262
H -1.1354 1.2856 2.1533
H 0.2897 0.1948 1.9759
H -1.2529 -0.4492 2.3766
H -3.1009 -0.8881 1.4678
H -4.0629 -0.7089 0.0782
H -3.1571 0.1943 -1.8473
H -1.4848 0.1139 -2.0774


Below is a 2-piece molecular cluster, I3OP overall in a non-equilibrium geometry, with properties calculated with the ωB97M-V functional and the def2-TZVPD basis.

Highest occupied orbital energy (spin up / spin down) = -10.150 / -9.549 eV
Max |F| = 1.43 eV Å⁻¹
Kohn-Sham gap (spin up / spin down) = 0.2421 / 0.2254 Ha
LUMO level (spin up / spin down) = -3.563 / -3.416 eV
Charge = 0

Atoms and positions in Å:
O -0.0260 -1.1791 0.0833
P -0.4051 0.1145 -0.4428
I 3.8395 1.4450 -1.6934
I -2.9256 0.6483 0.2065
I 0.0010 -0.0251 -2.8470


Below is an isolated ion of composition C14H22BClNO4 and charge +1 in a non-equilibrium geometry, with properties calculated with the ωB97M-V functional and the def2-TZVPD basis.

SMILES string = CCCOOC(=O)c1cc[n+]([C@@H](Cl)CC)c(B(O)CC)c1
Highest occupied orbital energy = -13.261 eV
Max |F| = 9.98 eV Å⁻¹
Kohn-Sham gap = 0.2891 Ha
LUMO level = -5.394 eV
Charge = +1

Atoms and positions in Å:
C 4.4981 1.4609 0.3018
C 4.0334 0.3369 -0.8390
C 3.1919 1.1259 -2.0118
O 2.9711 0.3095 -3.2382
O 2.0796 0.8983 -4.0066
C 0.8198 0.0838 -4.0271
O 0.1967 -0.1454 -5.2151
C 0.1615 -0.5058 -2.6104
C 0.9020 -1.6488 -1.6921
C 0.2186 -2.1615 -0.2698
N -1.1310 -1.6520 0.2723
C -1.7078 -2.1759 1.6031
Cl -1.1324 -3.9339 1.9949
C -1.1911 -1.0810 2.7469
C -0.7674 -1.7692 4.1740
C -1.8593 -0.5636 -0.5425
B -3.2915 0.1487 -0.0689
O -4.5314 -0.6359 -0.4011
C -3.4130 1.5772 0.7402
C -2.2407 2.6709 0.3975
C -1.2792 0.0427 -1.9844
H 5.6085 1.8364 0.0958
H 3.7928 2.4159 0.2528
H 4.4185 1.0232 1.4064
H 3.3806 -0.4566 -0.2579
H 5.0272 -0.0986 -1.2853
H 3.8260 2.0823 -2.3156
H 2.1426 1.4898 -1.5869
H 1.9443 -2.1045 -2.0536
H 0.8875 -2.9657 0.3051
H -2.8742 -2.2685 1.6019
H -1.9693 -0.2076 2.8273
H -0.1897 -0.6177 2.2938
H -1.4675 -2.6536 4.5076
H 0.3719 -2.1047 4.0544
H -0.7313 -0.8826 4.9728
H -5.1349 -0.1016 -0.9963
H -4.4612 2.0626 0.4737
H -3.3648 1.3097 1.8962
H -2.2762 3.0920 -0.7097
H -2.4105 3.6263 1.0928
H -1.1681 2.2592 0.6841
H -1.8802 0.8826 -2.5831


Number 1: E -13855.0819 eV. Number 2: E -35637.8180 eV. Number 3: E -37732.3350 eV.